{
  "formula": "C59H68N3",
  "method": "the ωB97M-V functional and the def2-TZVPD basis",
  "species": ["C", "C", "C", "C", "C", "C", "C", "C", "C", "C", "C", "C", "C", "C", "N", "C", "C", "C", "C", "C", "C", "C", "C", "N", "C", "C", "C", "C", "C", "C", "C", "C", "C", "C", "C", "C", "C", "C", "C", "C", "H", "H", "H", "H", "H", "H", "H", "H", "H", "H", "H", "H", "H", "H", "H", "H", "H", "H", "H", "H", "H", "H", "H", "H", "H", "H", "H", "H", "H", "H", "H", "H", "H", "H", "H", "H", "H", "H", "H", "H", "H", "H", "H", "H", "H", "H", "H", "H", "H", "H", "C", "N", "C", "C", "C", "C", "C", "C", "C", "C", "C", "C", "C", "C", "C", "C", "C", "C", "C", "C", "C", "C", "H", "H", "H", "H", "H", "H", "H", "H", "H", "H", "H", "H", "H", "H", "H", "H", "H", "H"],
  "xyz": [[0.721494, 0.816404, -0.652451], [0.841976, -0.701577, -0.729853], [0.184173, -1.189089, -2.027625], [2.331358, -1.016199, -0.835463], [0.298528, -1.504507, 0.493068], [0.390285, -2.897987, 0.380236], [-0.140638, -3.739522, 1.350382], [-0.622470, -3.202783, 2.542696], [-0.501356, -1.836366, 2.822416], [-0.500770, -1.389665, 4.324174], [-1.731039, -0.599930, 4.777684], [0.799443, -0.628135, 4.603641], [-0.503202, -2.614823, 5.253658], [-0.292931, -0.985691, 1.675780], [-1.021797, 0.241228, 1.583196], [-2.101322, 0.383253, 0.716588], [-2.396532, -0.504350, -0.293833], [-3.503057, -0.357058, -1.226509], [-3.650652, 0.760528, -2.080561], [-4.868682, 0.970349, -2.728639], [-5.900503, 0.027654, -2.623829], [-5.690134, -1.162501, -1.915228], [-4.474138, -1.386797, -1.273490], [-2.892831, 1.387757, 1.238796], [-4.242014, 1.708546, 0.862564], [-5.289656, 0.769466, 1.079855], [-5.296499, -0.372816, 2.147760], [-6.486852, -1.309590, 1.912845], [-5.440952, 0.318107, 3.509777], [-4.078187, -1.276701, 2.160302], [-6.514679, 1.032449, 0.451800], [-6.867506, 2.334259, 0.111638], [-5.899985, 3.318269, 0.193671], [-4.542360, 2.985752, 0.347406], [-3.561483, 4.095368, -0.132603], [-4.044076, 4.574635, -1.515448], [-2.102130, 3.696128, -0.331158], [-3.638484, 5.263460, 0.857179], [-2.180872, 2.004510, 2.267221], [-1.046736, 1.308202, 2.464718], [1.161313, 1.222593, 0.266398], [1.270372, 1.248449, -1.504370], [-0.315364, 1.152636, -0.754303], [0.321740, -2.267218, -2.170136], [-0.889011, -0.975367, -2.027758], [0.631675, -0.674589, -2.888600], [2.534119, -2.089643, -0.935744], [2.781165, -0.516618, -1.704530], [2.858158, -0.665615, 0.057380], [0.847566, -3.341614, -0.506105], [-0.156461, -4.817963, 1.178237], [-1.052357, -3.885636, 3.280174], [-2.657122, -1.085704, 4.444938], [-1.750945, -0.589916, 5.878802], [-1.733013, 0.448071, 4.464524], [1.650453, -1.306889, 4.449505], [0.936757, 0.226155, 3.936057], [0.818397, -0.272607, 5.643544], [0.312228, -3.312751, 5.025892], [-0.375333, -2.281996, 6.293575], [-1.462919, -3.143268, 5.203478], [-1.891667, -1.466844, -0.222499], [-2.786766, 1.421091, -2.232822], [-5.011125, 1.875689, -3.322609], [-6.860484, 0.216495, -3.111531], [-6.478616, -1.914187, -1.866364], [-4.273828, -2.335422, -0.767832], [-6.440876, -1.741083, 0.902533], [-6.449932, -2.143026, 2.627023], [-7.441976, -0.792461, 2.059867], [-4.600588, 1.001999, 3.695369], [-6.366204, 0.910884, 3.520627], [-5.481716, -0.422938, 4.320438], [-3.171753, -0.758759, 2.478722], [-4.242563, -2.110139, 2.862712], [-3.907672, -1.720478, 1.174988], [-7.239525, 0.240542, 0.264745], [-7.888144, 2.564782, -0.204795], [-6.194189, 4.358200, 0.042043], [-5.002194, 5.103473, -1.469209], [-3.307077, 5.256563, -1.958096], [-4.154546, 3.712395, -2.186193], [-1.530126, 3.659129, 0.601492], [-2.014385, 2.750255, -0.879229], [-1.626185, 4.465524, -0.958884], [-3.279015, 4.953863, 1.846564], [-3.011121, 6.094920, 0.510270], [-4.666510, 5.627994, 0.971116], [-2.540591, 2.895198, 2.759283], [-0.228815, 1.499306, 3.141964], [4.513455, -3.725728, 2.113414], [5.463384, -3.778674, 1.014624], [6.119483, -5.056613, 0.835517], [5.595760, -2.775032, 0.095968], [5.319788, -1.439297, 0.483596], [5.325333, -0.435661, -0.456773], [5.496835, -0.736112, -1.827297], [5.422673, 0.325081, -2.786153], [5.008171, 0.208168, -4.166019], [5.453601, 1.389960, -4.861367], [5.356697, 1.478757, -6.241387], [4.774942, 0.410941, -6.941265], [4.281111, -0.719496, -6.261091], [4.395386, -0.831640, -4.867448], [6.144728, 2.241338, -3.904192], [6.101241, 1.594706, -2.618387], [6.880375, 2.079005, -1.564849], [7.698529, 3.192708, -1.794233], [7.742136, 3.815764, -3.056450], [6.951925, 3.348082, -4.116830], [5.800941, -2.065011, -2.211318], [5.965199, -3.044446, -1.249522], [4.215428, -2.698909, 2.353068], [3.598745, -4.303511, 1.880910], [4.980544, -4.180613, 2.997889], [7.168133, -4.924039, 0.530589], [6.091427, -5.581697, 1.795894], [5.614531, -5.679128, 0.078808], [5.113136, -1.203948, 1.527332], [5.119257, 0.589963, -0.147569], [5.747266, 2.363652, -6.746065], [4.705870, 0.460212, -8.029549], [3.811476, -1.524638, -6.829802], [4.008914, -1.699690, -4.328267], [6.861624, 1.585645, -0.593895], [8.322175, 3.572151, -0.982395], [8.406072, 4.668732, -3.215208], [6.967104, 3.811160, -5.103341], [5.951800, -2.289155, -3.267758], [6.318845, -4.036698, -1.532188]],
  "forces_ev_per_a": [[-0.06, 0.37, -0.18], [-0.28, -0.29, 0.07], [-0.25, 0.02, -0.29], [0.37, -0.09, 0.24], [-0.23, 0.20, 0.24], [0.24, -0.47, 0.43], [-0.06, 0.17, -0.59], [0.63, 0.11, 0.24], [-0.28, -0.38, -0.10], [-0.61, -0.22, -0.23], [-0.30, 0.47, 0.39], [0.20, -0.03, -0.11], [0.19, -0.26, 0.06], [-0.10, -0.56, -0.42], [0.87, 0.45, 0.06], [-1.14, -1.92, -0.97], [0.58, 0.71, 0.51], [-0.39, -0.49, -0.40], [-0.21, -0.48, 0.39], [0.01, -0.24, -0.06], [0.10, 0.13, 0.13], [0.31, 0.02, -0.38], [-0.18, 0.62, -0.26], [0.16, 0.51, -0.19], [-0.48, 0.31, 0.17], [-0.09, -0.18, 0.02], [0.16, -0.13, -0.68], [-0.26, -0.08, 0.15], [-0.14, 0.28, -0.03], [0.44, -0.47, 0.11], [-0.14, 0.19, 0.12], [0.30, -0.07, 0.00], [-0.13, 0.09, -0.25], [0.05, 0.10, -0.01], [-0.38, 0.00, 0.24], [-0.12, 0.02, -0.27], [0.41, 0.02, -0.14], [0.11, 0.14, 0.12], [0.45, 0.01, 0.33], [-0.16, 0.79, 0.45], [-0.13, -0.05, -0.10], [-0.06, -0.12, 0.21], [0.26, -0.09, 0.15], [-0.02, 0.22, -0.04], [0.28, -0.04, -0.09], [-0.02, -0.06, 0.15], [-0.04, 0.13, 0.02], [-0.25, -0.03, 0.13], [-0.18, -0.04, -0.10], [-0.20, 0.13, 0.28], [-0.10, 0.33, 0.08], [0.45, 0.32, -0.14], [0.27, 0.18, 0.08], [0.02, 0.00, -0.26], [-0.14, -0.39, -0.04], [-0.09, 0.20, 0.07], [0.04, -0.14, 0.16], [-0.02, -0.09, -0.25], [-0.19, 0.07, 0.03], [-0.02, -0.01, -0.31], [0.22, 0.01, 0.03], [-0.18, 0.29, -0.16], [-0.58, -0.12, 0.24], [0.00, -0.32, 0.08], [0.33, -0.08, 0.17], [0.19, 0.14, -0.10], [-0.17, 0.37, -0.02], [-0.12, 0.13, 0.24], [0.03, 0.23, -0.09], [0.12, -0.20, -0.10], [-0.14, -0.19, 0.00], [0.20, -0.11, 0.12], [0.01, 0.13, -0.18], [-0.18, -0.14, -0.10], [0.00, 0.27, -0.07], [0.00, 0.12, 0.37], [0.18, 0.28, 0.49], [0.37, -0.04, 0.11], [0.17, -0.36, -0.19], [0.20, -0.16, -0.05], [-0.15, -0.08, 0.13], [-0.01, 0.24, 0.09], [-0.12, -0.21, -0.19], [0.06, 0.17, 0.28], [-0.09, -0.17, 0.22], [-0.05, 0.10, -0.14], [-0.12, -0.10, 0.07], [0.23, -0.04, -0.03], [0.02, -0.11, -0.09], [-0.29, 0.04, -0.11], [-0.17, 0.06, 0.46], [0.35, 0.66, -0.50], [0.05, -0.40, -0.40], [-0.38, -0.65, 0.79], [-0.02, 0.73, -0.41], [0.28, -0.41, 0.82], [-0.34, 0.98, -0.79], [0.64, -1.40, 0.63], [0.38, 0.77, -1.07], [-0.56, -1.39, -0.55], [0.00, 0.15, 0.64], [-0.27, -0.47, 0.35], [0.12, 0.29, -0.19], [-0.05, 0.22, 0.06], [0.77, 0.22, 1.37], [0.16, 1.19, -0.72], [-0.09, 0.12, -0.28], [-0.02, 0.21, -0.32], [-0.15, -0.18, 0.56], [-0.41, -0.37, 0.04], [-0.03, -0.47, 0.40], [0.07, 0.17, -0.53], [0.06, -0.43, -0.08], [0.35, 0.23, -0.04], [-0.20, 0.25, -0.15], [-0.32, -0.01, 0.13], [0.09, 0.05, -0.31], [0.10, 0.06, 0.23], [0.09, -0.05, -0.40], [-0.03, -0.36, -0.12], [-0.17, -0.34, -0.04], [-0.03, -0.06, 0.35], [0.17, 0.29, 0.19], [0.07, 0.22, -0.30], [0.24, 0.23, -0.28], [-0.20, -0.10, -0.30], [-0.23, -0.29, 0.10], [0.21, -0.03, 0.29], [0.14, 0.00, 0.37], [-0.28, 0.30, 0.05]],
  "relative_energy_kcal_mol": 0.0,
  "e_tot_ev": -66748.6517,
  "charge": 1,
  "max_force_ev_per_a": 2.4
}